{"formula": "C9H14O", "method": "the ωB97M-V functional and the def2-TZVPD basis", "spin_multiplicity": 2, "e_homo_ev": [0.574, -3.282], "lumo_energy_ev": [3.799, 3.737], "s_squared": 0.76, "e_above_lowest_kcal_mol": 22.4, "total_charge": -1, "elements": ["O", "C", "C", "C", "C", "C", "C", "C", "C", "C", "H", "H", "H", "H", "H", "H", "H", "H", "H", "H", "H", "H", "H", "H"], "xyz": [[2.300, -0.078, 2.428], [0.994, 0.222, 2.028], [-1.045, -0.565, 0.901], [-2.977, 1.013, 0.569], [1.299, -0.464, -2.899], [0.149, -0.845, 1.612], [1.281, -1.986, -2.548], [-0.739, 1.771, 1.483], [0.643, 1.541, 1.917], [-1.546, 0.777, 0.995], [-1.162, 2.763, 1.576], [-1.692, -1.371, 0.560], [2.797, 0.764, 2.416], [1.363, -0.050, -1.909], [1.410, 2.298, 1.933], [1.283, -2.195, -1.473], [0.349, -0.201, -3.376], [-3.353, 0.175, 0.020], [-2.836, 1.823, -0.196], [2.316, -2.389, -2.689], [0.400, -1.851, 1.925], [-3.654, 1.371, 1.345], [1.994, -0.051, -3.614], [0.425, -2.471, -3.006]]}


{"formula": "C2H4N4OS", "method": "the ωB97M-V functional and the def2-TZVPD basis", "e_homo_ev": -8.295, "lumo_energy_ev": 0.465, "smiles": "Nn1c(O)n[nH]c1=S", "e_above_lowest_kcal_mol": 0.5, "elements": ["S", "O", "N", "N", "N", "N", "C", "C", "H", "H", "H", "H"], "xyz": [[-1.214, 2.096, 1.282], [0.658, -1.908, -1.069], [0.666, -0.661, 1.424], [-0.771, 1.096, -1.173], [-0.337, -0.018, -1.888], [0.214, -0.017, 0.281], [-0.561, 1.112, 0.154], [0.222, -0.681, -0.930], [-1.408, 1.772, -1.619], [-0.061, -0.577, 2.112], [1.407, -0.065, 1.737], [1.184, -2.148, -0.310]]}


{"formula": "C23H32N2O5", "method": "the ωB97M-V functional and the def2-TZVPD basis", "e_homo_ev": -8.736, "lumo_energy_ev": 0.570, "smiles": "CCOC(=O)[C@H](CCc1ccccc1)N[C@@H](C)C(=O)N1[C@@H]2CCC[C@@H]2C[C@H]1C(=O)O", "e_above_lowest_kcal_mol": 541.8, "elements": ["O", "O", "O", "O", "O", "N", "N", "C", "C", "C", "C", "C", "C", "C", "C", "C", "C", "C", "C", "C", "C", "C", "C", "C", "C", "C", "C", "C", "C", "C", "H", "H", "H", "H", "H", "H", "H", "H", "H", "H", "H", "H", "H", "H", "H", "H", "H", "H", "H", "H", "H", "H", "H", "H", "H", "H", "H", "H", "H", "H", "H", "H"], "xyz": [[0.786, -1.435, 2.610], [-0.890, 0.231, 0.658], [1.460, 0.370, -1.936], [1.341, 0.734, 2.104], [-1.999, 0.943, -1.371], [2.589, -0.231, -0.142], [-0.388, -1.509, -2.033], [5.854, 0.678, -0.749], [-1.475, 0.075, -0.478], [-3.695, -0.396, 1.537], [1.544, -0.603, 1.722], [4.010, -0.380, 1.761], [1.572, -0.349, -1.012], [5.632, 1.295, 0.840], [2.837, -0.814, 0.954], [-3.949, -1.153, 0.416], [-4.234, 0.839, 1.872], [0.827, -1.449, -1.138], [3.393, 1.014, -0.333], [1.684, -2.590, -1.944], [-2.897, 3.318, -1.322], [-3.273, -2.436, -0.003], [-2.012, -2.322, -0.165], [4.242, 1.104, 1.149], [-5.259, 1.496, 1.100], [-4.767, -0.538, -0.453], [-1.573, -1.173, -1.338], [4.364, 1.038, -1.252], [-1.772, 2.439, -0.703], [-5.419, 0.926, -0.260], [6.639, 0.837, -1.303], [5.874, -0.272, -0.722], [4.524, 2.203, -1.800], [3.864, 1.664, 1.816], [4.736, -0.981, 1.486], [1.298, -3.825, -1.987], [-2.743, 4.320, -0.734], [-1.531, -1.996, 0.682], [-0.126, -0.888, -2.677], [4.164, 0.387, -2.107], [-5.176, -0.911, -1.508], [-3.940, 1.165, 2.964], [0.720, -2.049, 0.013], [-3.897, 2.918, -1.144], [-6.086, 1.417, -0.630], [-2.690, 3.254, -2.563], [2.790, -1.798, 0.883], [0.358, 0.998, 2.537], [6.409, 0.970, 1.114], [-1.955, 2.503, 0.352], [-1.590, -3.374, -0.537], [1.984, -2.386, -2.989], [3.942, -0.447, 2.641], [-2.863, -0.874, 2.173], [-0.850, 2.775, -0.893], [-3.708, -3.088, 0.861], [2.751, -2.713, -1.276], [-2.481, -1.036, -1.734], [5.861, 2.191, 0.601], [-3.865, -2.646, -0.886], [2.784, 1.941, -0.237], [-5.436, 2.319, 1.431]]}


{"formula": "C34H54BClFIO33P2", "method": "the ωB97M-V functional and the def2-TZVPD basis", "e_homo_ev": -9.781, "lumo_energy_ev": -0.789, "smiles": "CCO[C@@H](OB(O)O)O[C@@](CCCCl)([C@@H](COC(C)=O)O[C@@H](F)CP(=O)(O)O)P(O)I.O=C1OCCO1.O=C1OCCO1.O=C1OCCO1.O=C1OCCO1.O=C1OCCO1.O=C1OCCO1.O=C1OCCO1", "e_above_lowest_kcal_mol": 0.0, "elements": ["I", "Cl", "P", "P", "F", "O", "O", "O", "O", "O", "O", "O", "O", "O", "O", "O", "O", "O", "O", "O", "O", "O", "O", "O", "O", "O", "O", "O", "O", "O", "O", "O", "O", "O", "O", "O", "O", "O", "C", "C", "C", "C", "C", "C", "C", "C", "C", "C", "C", "C", "C", "C", "C", "C", "C", "C", "C", "C", "C", "C", "C", "C", "C", "C", "C", "C", "C", "C", "C", "C", "C", "C", "B", "H", "H", "H", "H", "H", "H", "H", "H", "H", "H", "H", "H", "H", "H", "H", "H", "H", "H", "H", "H", "H", "H", "H", "H", "H", "H", "H", "H", "H", "H", "H", "H", "H", "H", "H", "H", "H", "H", "H", "H", "H", "H", "H", "H", "H", "H", "H", "H", "H", "H", "H", "H", "H", "H"], "xyz": [[-0.408, -1.326, 4.428], [2.911, 4.493, 1.789], [1.510, -1.955, 2.934], [-4.079, -1.504, 2.107], [-2.147, 0.189, -0.035], [1.095, 3.130, -1.467], [-7.108, -7.311, 6.279], [-2.609, 7.020, -0.656], [2.769, -1.123, 0.885], [-2.469, 5.241, 0.700], [-4.521, 5.047, -9.014], [-0.844, -7.055, 1.152], [0.163, 6.772, -3.163], [-4.267, -2.827, 3.009], [-2.773, -7.210, -3.897], [-4.973, -6.991, -3.650], [-1.590, 6.787, -4.560], [4.507, -1.422, -0.478], [5.015, -3.711, 0.147], [-6.376, 6.192, -8.444], [-3.923, -0.292, 3.133], [1.021, -3.084, 1.885], [-1.956, -8.699, 0.091], [-7.879, -6.368, 4.384], [9.076, 4.063, 5.014], [-0.621, -7.290, -1.051], [-3.947, 5.281, -0.995], [7.709, 3.774, 3.245], [-0.348, -0.888, 0.864], [4.833, -1.013, 1.761], [8.460, 2.009, 4.420], [-4.574, 6.170, -7.093], [0.285, 5.650, -5.074], [-3.779, -5.305, -4.548], [-5.794, -5.962, 5.044], [0.186, 1.114, -1.227], [-5.211, -1.329, 1.199], [3.110, -3.239, -1.185], [0.696, 0.089, 0.962], [-1.211, -7.772, 0.068], [4.082, -0.713, 0.642], [-5.897, -5.418, 3.720], [-0.977, 3.037, -0.300], [-4.407, 6.303, -1.896], [2.255, 2.838, 1.615], [-7.398, -5.318, 3.535], [-2.503, -1.747, 1.258], [-4.684, -8.365, -3.365], [-3.192, -8.327, -3.101], [-3.835, -6.395, -4.080], [-3.378, 5.385, -7.052], [-0.478, 6.440, -4.295], [-6.943, -6.617, 5.330], [6.186, -0.533, 1.701], [-3.180, 5.031, -8.513], [1.611, 5.621, -4.520], [2.492, 0.514, 2.824], [0.192, 2.471, -1.034], [-2.976, 5.806, -0.218], [6.567, 0.186, 2.978], [-3.205, 7.224, -1.950], [-1.665, -0.486, 1.057], [1.139, 0.378, -0.475], [1.896, -0.456, 1.795], [0.214, -6.169, 0.769], [9.516, 3.203, 6.069], [-5.269, 5.839, -8.207], [8.352, 3.332, 4.138], [9.485, 1.839, 5.404], [3.080, 1.886, 2.469], [1.355, 5.973, -3.065], [-0.003, -6.038, -0.725], [4.200, -2.805, -0.482], [-4.942, -8.967, -4.238], [3.280, -0.034, 3.345], [2.368, 2.626, 0.558], [-2.676, -9.232, -3.411], [0.919, -5.913, -1.285], [2.806, -2.519, -1.752], [-2.487, 6.909, -2.707], [2.055, 4.640, -4.658], [-2.956, -8.127, -2.058], [-3.651, -2.795, 3.757], [4.145, 0.346, 0.365], [-1.886, -2.511, 1.726], [1.247, -0.578, -0.984], [4.988, -3.630, 1.106], [1.141, 5.099, -2.448], [-2.731, 4.054, -8.667], [1.027, -2.729, 0.982], [-1.115, 2.521, 0.647], [-0.780, 4.090, -0.133], [0.135, -5.226, 1.301], [0.295, 0.993, 1.426], [-2.559, 5.954, -6.624], [10.504, 3.498, 6.409], [9.227, 1.031, 6.083], [2.156, 6.546, -2.608], [6.336, -0.417, 3.855], [-3.053, -0.278, 3.563], [-1.718, 0.187, 1.918], [-7.723, -5.482, 2.512], [6.336, 0.134, 0.847], [8.812, 3.278, 6.899], [3.279, 2.394, 3.415], [-5.294, 6.777, -1.475], [4.064, 1.779, 2.007], [-2.597, 5.782, -9.048], [-5.389, -4.460, 3.657], [6.101, 1.171, 3.035], [-5.265, -8.706, -2.513], [1.712, 0.664, 3.577], [6.839, -1.392, 1.531], [-7.799, -4.368, 3.892], [1.207, 2.894, 1.901], [7.637, 0.377, 2.921], [10.421, 1.599, 4.898], [1.171, -6.637, 1.008], [-0.692, -5.231, -0.983], [2.217, 6.368, -5.033], [-3.559, 4.503, -6.434], [2.102, 0.891, -0.517], [-4.658, 5.865, -2.858], [-3.459, 8.271, -2.087], [-5.439, -6.118, 3.017], [-2.772, -2.090, 0.256], [-1.891, 2.937, -0.887]]}